# 1
87
Properties=species:S:1:pos:R:3:forces:R:3:lowdin_charge:R:1 method="wB97M-V/def2-TZVPD" largest_force_ev_per_a=0.5 e_tot_ha=-3416.0958 total_charge=-2
Rb 0.35053 0.41530 0.44299 -0.278 0.065 -0.407 0.755
S -0.43124 5.92042 -0.33841 -0.019 -0.011 -0.045 0.882
C 1.25811 5.71977 -0.52460 -0.074 -0.057 0.048 -0.497
C 1.60037 4.40121 -0.59180 0.216 -0.018 -0.064 -0.282
C 0.53326 3.43859 -0.51286 -0.265 0.253 0.016 -0.188
C -0.63892 4.14580 -0.37350 0.403 -0.188 -0.044 -0.552
C -1.98563 3.60858 -0.25908 -0.291 0.074 0.024 -0.310
C -3.11930 4.44906 -0.21123 0.007 -0.047 -0.011 -0.066
C -4.38121 3.90715 -0.10664 0.019 -0.015 0.001 -0.104
C -4.52361 2.52558 -0.04803 -0.010 -0.002 -0.003 -0.093
C -3.36256 1.77189 -0.09659 -0.029 -0.040 0.018 -0.159
N -2.13833 2.27324 -0.19778 0.026 0.038 0.021 0.084
H 1.91013 6.58161 -0.55931 -0.004 0.020 0.003 0.035
H 2.64243 4.11091 -0.69986 -0.013 0.015 0.005 0.069
H -2.99614 5.52291 -0.26106 0.028 -0.006 -0.002 0.064
H -5.24903 4.55674 -0.07024 -0.004 -0.005 0.000 0.093
H -5.48983 2.04573 0.03760 -0.003 0.009 0.001 0.087
H -3.41384 0.68803 -0.04515 0.010 0.032 -0.008 0.057
C -2.72521 -1.12020 -2.62402 -0.015 0.010 0.029 -0.145
C -3.51508 -1.79020 -1.49436 0.080 -0.030 0.030 -0.557
C -4.25157 -3.00650 -2.05083 0.023 0.009 0.009 -0.137
P -2.31922 -1.95781 -0.04586 -0.127 0.044 0.008 1.054
C -3.44291 -1.96967 1.45497 0.112 -0.019 -0.011 -0.557
C -2.52846 -2.11325 2.67572 -0.051 0.039 -0.036 -0.127
C -4.61481 -2.94188 1.54898 0.009 0.019 -0.038 -0.124
C -1.61372 -3.63008 -0.10618 -0.116 0.002 -0.005 -0.301
C -2.41103 -4.77673 -0.16752 0.092 -0.045 0.006 -0.107
C -1.92112 -6.07170 -0.11639 -0.025 -0.030 0.014 -0.319
C -2.82502 -7.27153 -0.22467 0.015 0.005 -0.016 -0.089
C -0.53317 -6.20298 0.02657 -0.034 0.031 0.000 -0.081
C 0.29422 -5.11363 0.10319 0.088 0.009 0.009 -0.037
C -0.18409 -3.75628 0.03257 0.001 -0.124 -0.075 -0.343
N 0.62208 -2.70230 0.07175 -0.070 -0.021 0.048 0.027
C 1.95338 -2.90036 0.42647 0.029 0.053 0.072 -0.269
C 2.97078 -2.76319 -0.53211 -0.045 0.058 0.003 -0.215
C 2.58628 -2.49717 -1.95992 -0.020 0.000 0.010 -0.043
C 4.30454 -2.84747 -0.15143 0.004 -0.018 -0.021 -0.030
C 4.67529 -3.08118 1.16559 0.077 0.008 0.001 -0.300
C 6.12446 -3.17201 1.57237 -0.021 -0.007 0.001 -0.070
C 3.66414 -3.22992 2.10734 -0.042 0.002 -0.003 -0.031
C 2.32149 -3.13998 1.76736 0.013 -0.058 -0.007 -0.199
C 1.25794 -3.27273 2.81970 -0.010 -0.018 -0.029 -0.026
H -3.36695 -0.92205 -3.48896 0.006 0.001 -0.002 0.067
H -1.91056 -1.77331 -2.95000 0.006 0.001 -0.003 0.077
H -2.28280 -0.17970 -2.29378 0.004 0.013 -0.020 0.055
H -4.26467 -1.07447 -1.13149 0.021 0.004 0.012 0.088
H -3.54123 -3.76933 -2.37369 -0.017 0.003 -0.025 0.072
H -4.84966 -2.71026 -2.91988 -0.001 0.002 -0.003 0.067
H -4.92457 -3.46160 -1.32476 -0.001 -0.026 -0.013 0.046
H -3.85213 -0.95123 1.45897 0.001 0.003 -0.001 0.083
H -2.03604 -3.08912 2.66708 0.000 -0.004 -0.003 0.075
H -3.10309 -2.03017 3.60310 0.004 0.007 0.007 0.073
H -1.74843 -1.34940 2.68887 0.016 -0.011 0.043 0.059
H -4.26286 -3.96958 1.64574 0.000 -0.017 -0.008 0.065
H -5.27471 -2.87920 0.68073 0.003 -0.007 0.036 0.052
H -5.21256 -2.71424 2.43835 -0.005 -0.008 0.008 0.068
H -3.48196 -4.65600 -0.25453 -0.041 0.005 0.001 0.070
H -3.86773 -6.98659 -0.06507 -0.004 -0.002 -0.001 0.062
H -2.57572 -8.03680 0.51686 -0.006 0.004 0.009 0.062
H -2.76784 -7.75180 -1.20893 -0.005 -0.002 0.002 0.062
H -0.09247 -7.19656 0.08238 -0.013 -0.010 0.001 0.099
H 1.36107 -5.26795 0.21995 -0.005 0.016 -0.007 0.104
H 1.88733 -3.25403 -2.32303 0.000 0.004 0.001 0.075
H 3.46605 -2.48449 -2.60658 0.005 0.015 -0.002 0.065
H 2.07097 -1.53726 -2.04629 0.007 0.002 -0.022 0.076
H 5.07656 -2.71623 -0.90624 -0.006 0.003 -0.007 0.104
H 6.77359 -2.72610 0.81623 0.001 0.002 -0.001 0.065
H 6.44178 -4.21047 1.71106 0.008 0.002 -0.002 0.067
H 6.30093 -2.65267 2.51756 0.004 0.004 -0.001 0.063
H 3.92746 -3.38391 3.15113 -0.001 0.002 0.003 0.116
H 1.70067 -3.28709 3.81768 -0.002 -0.004 0.003 0.078
H 0.67917 -4.19024 2.67808 -0.007 -0.004 0.017 0.078
H 0.55718 -2.43840 2.75898 0.007 -0.002 0.000 0.063
Cl 5.22800 -1.05754 6.80405 0.084 -0.024 0.077 0.570
C 3.94674 -0.72776 5.65416 0.002 0.018 -0.059 -0.692
C 2.61525 -0.78486 6.08121 -0.049 0.036 -0.128 -0.159
C 1.61609 -0.51996 5.18725 0.028 -0.016 0.057 -0.585
Cl -0.03687 -0.61429 5.72158 -0.078 -0.013 0.035 0.658
C 1.82898 -0.17670 3.79245 0.182 0.006 -0.003 -0.452
O 0.88138 0.05823 3.02138 0.035 -0.010 0.263 -0.200
C 3.22937 -0.15846 3.41935 -0.190 -0.014 0.103 -0.127
C 3.67780 0.06574 2.05235 0.082 -0.006 -0.052 -0.243
O 3.01323 0.25605 1.05551 0.237 0.017 0.141 -0.080
C 4.23817 -0.42263 4.35091 -0.006 -0.008 0.007 -0.103
H 2.37440 -1.03906 7.10452 0.008 -0.002 0.011 0.093
H 4.78864 0.04326 1.96433 -0.010 -0.013 -0.033 0.119
H 5.27066 -0.40058 4.01764 0.006 -0.003 0.005 0.102



# 2
86
Properties=species:S:1:pos:R:3:forces:R:3:lowdin_charge:R:1 method="wB97M-V/def2-TZVPD" relative_energy_ev=1.1481 largest_force_ev_per_a=2.1 e_tot_ha=-2314.8105
C 3.31022 1.00238 4.40189 0.400 -0.184 -0.136 -0.004
N 2.27046 1.40118 3.47612 -0.403 0.181 0.212 -0.037
C 1.03820 1.79411 3.91177 -0.257 -0.289 1.224 -0.371
O 0.66681 1.79697 5.08349 0.487 0.077 -1.797 0.091
C 0.22857 2.20192 2.68038 -0.520 -0.513 0.553 -0.147
C -0.12709 3.69259 2.66556 0.124 0.345 -0.046 -0.080
C -1.02326 4.08571 3.82038 -0.082 0.007 0.171 -0.233
C -2.41027 3.95236 3.71208 0.138 0.020 0.273 -0.035
C -3.22990 4.25510 4.80276 0.157 -0.011 -0.011 -0.070
C -2.66413 4.69030 6.00378 0.176 -0.094 -0.177 -0.080
C -1.27640 4.82839 6.11289 -0.096 -0.068 -0.194 -0.071
C -0.46208 4.53414 5.02105 -0.244 -0.002 -0.061 -0.053
N 1.10637 1.80195 1.57272 -0.670 0.273 -1.984 0.051
C 0.72901 1.92865 0.28165 0.226 0.113 1.648 0.034
C 1.56327 1.63836 -0.79077 0.495 -0.272 -1.280 -0.068
C 1.25521 1.76241 -2.14355 -0.270 -0.479 1.412 0.067
C 2.15599 1.34280 -3.17718 0.812 -0.436 -0.965 -0.197
C 1.74596 1.36226 -4.53822 -0.227 0.240 0.665 -0.005
C 2.59701 0.98253 -5.55833 0.775 -0.297 -0.030 0.015
C 3.91974 0.55053 -5.28093 -0.709 0.317 0.571 -0.230
N 4.79484 0.19194 -6.31290 0.233 -0.142 -0.519 -0.247
C 5.75787 1.11889 -6.87842 -0.190 0.060 0.158 -0.072
C 4.94600 -1.17875 -6.76589 -0.194 0.139 0.145 -0.071
C 4.33219 0.49254 -3.93061 -0.245 0.045 -0.257 0.011
C 3.47172 0.85953 -2.91084 -0.283 0.287 0.084 -0.005
C 2.43204 1.31600 2.02770 0.660 -0.046 0.337 -0.453
C 3.58264 2.23904 1.59529 -0.091 0.236 -0.013 0.015
C 2.69928 -0.14560 1.62989 -0.274 -0.074 0.059 0.014
H 2.96804 1.15841 5.42902 -0.100 0.007 -0.345 0.102
H 3.56272 -0.05652 4.26346 -0.055 0.176 0.146 0.094
H 4.21725 1.59607 4.23199 -0.178 -0.095 0.108 0.094
H -0.69430 1.59471 2.66530 0.299 0.243 -0.018 0.179
H 0.80908 4.27671 2.69726 -0.302 -0.158 -0.091 0.135
H -0.63045 3.90388 1.71244 0.129 0.100 0.166 0.120
H -2.84486 3.60452 2.77216 0.043 0.156 0.247 0.117
H -4.31102 4.14631 4.71181 0.300 0.075 0.028 0.107
H -3.30093 4.91589 6.85863 0.140 -0.040 -0.233 0.104
H -0.82418 5.14818 7.05230 -0.162 -0.035 -0.263 0.106
H 0.62247 4.62916 5.10115 -0.299 -0.003 0.025 0.115
H -0.28720 2.28701 0.08909 0.282 -0.021 0.277 0.161
H 2.53841 1.24020 -0.54005 -0.307 0.222 -0.239 0.051
H 0.25309 2.09404 -2.42780 0.296 0.145 -0.056 0.143
H 0.73305 1.69557 -4.76724 0.215 0.018 -0.004 0.126
H 2.27440 1.01891 -6.59940 0.046 -0.002 0.292 0.129
H 5.64274 2.11547 -6.43604 0.013 -0.228 -0.110 0.089
H 6.78600 0.76832 -6.70009 -0.085 0.125 -0.009 0.082
H 5.61205 1.19655 -7.96631 0.082 0.080 0.158 0.086
H 4.25004 -1.83822 -6.23597 0.135 0.138 -0.129 0.091
H 4.74445 -1.24432 -7.84482 0.017 -0.107 0.144 0.085
H 5.97264 -1.53461 -6.59262 -0.127 -0.041 0.007 0.081
H 5.34762 0.15556 -3.71329 -0.324 0.081 -0.020 0.125
H 3.83376 0.78857 -1.88364 -0.061 0.059 -0.328 0.104
H 3.42006 3.24617 2.00282 0.070 -0.257 -0.108 0.106
H 4.53093 1.84404 1.98085 -0.256 0.114 -0.090 0.092
H 3.66369 2.31969 0.50956 0.094 0.027 0.240 0.074
H 1.92222 -0.79000 2.06214 0.204 0.122 -0.105 0.108
H 2.69952 -0.28860 0.54771 0.058 -0.050 0.213 0.074
H 3.67724 -0.45651 2.01809 -0.268 0.091 -0.106 0.092
C 3.32455 5.71885 -7.91157 -0.133 -0.050 0.158 -0.091
C 2.64220 6.93565 -7.81348 -0.069 -0.221 0.088 -0.079
C 1.52954 7.05105 -6.97611 0.107 -0.194 0.081 -0.050
C 1.11670 5.94801 -6.22387 0.244 -0.162 0.047 -0.271
S -0.36133 6.02173 -5.18944 1.140 0.461 0.318 0.644
C 0.22458 6.38500 -3.60361 0.346 0.094 -0.566 -0.232
C -0.64366 6.76506 -2.57694 -0.236 -0.036 0.046 -0.308
C -0.13573 7.21806 -1.31128 -0.354 -0.146 0.069 -0.066
C -0.98591 7.47354 -0.25067 0.281 -0.072 -0.270 -0.075
C -2.37511 7.32210 -0.40351 -0.234 0.056 0.364 -0.290
C -3.26031 7.54559 0.70135 -1.057 0.241 1.229 -0.229
N -4.00242 7.71170 1.59147 1.244 -0.293 -1.412 0.101
C -2.90350 6.94723 -1.65290 0.191 -0.035 -0.212 -0.053
C -2.06972 6.69337 -2.72207 -0.213 -0.004 0.419 -0.049
O -1.11456 7.11346 -5.77445 -0.530 -0.243 0.037 -0.341
O -0.91444 4.67961 -5.21565 -0.427 -0.124 -0.238 -0.363
C 1.78833 4.73189 -6.32702 0.211 0.129 -0.121 -0.069
C 2.89686 4.61421 -7.16629 -0.124 0.250 -0.033 -0.086
H 4.18392 5.62622 -8.57629 -0.206 0.041 0.164 0.099
H 2.96646 7.79639 -8.40052 -0.085 -0.261 0.156 0.104
H 0.97561 7.98447 -6.92003 0.041 -0.202 0.077 0.114
H 1.28887 6.58238 -3.54421 -0.086 -0.043 -0.094 0.065
H 0.94347 7.33422 -1.19736 -0.269 -0.015 0.007 0.098
H -0.58522 7.79504 0.71489 -0.129 -0.080 -0.317 0.109
H -3.98871 6.86022 -1.75765 0.379 0.042 -0.029 0.116
H -2.50768 6.41608 -3.68108 0.167 0.062 0.284 0.095
H 1.42569 3.87666 -5.76382 0.028 0.179 -0.062 0.082
H 3.40803 3.65370 -7.24549 -0.061 0.251 -0.029 0.084



# 3
94
Properties=species:S:1:pos:R:3:forces:R:3:lowdin_charge:R:1 method="wB97M-V/def2-TZVPD" relative_energy_ev=4.3738 largest_force_ev_per_a=2.0 e_tot_ha=-3067.6760 total_charge=-1
Ca -0.23528 0.72897 -0.02148 1.222 0.120 -1.581 1.355
C -3.62388 1.25707 1.32772 -0.071 0.213 -0.177 -0.206
C -3.59478 2.76767 1.09462 0.108 -0.074 0.142 -0.169
C -2.26988 3.25117 0.46542 -0.320 0.365 0.069 -0.234
N -1.14988 2.49947 0.97812 -0.204 0.576 0.601 -0.121
C -0.87008 2.60767 2.25562 -0.231 0.111 -0.143 -0.278
C -1.24048 3.70187 3.07072 0.095 0.350 -0.085 -0.041
C -1.29378 3.84337 4.44102 -0.165 -0.195 0.128 -0.112
C -1.23378 2.85527 5.41142 -0.115 0.139 0.344 -0.144
C -0.90208 1.52457 5.18992 0.144 0.261 0.030 -0.111
C -0.30488 0.98007 4.07982 -0.082 -0.413 0.171 -0.033
C -0.02278 1.52777 2.80212 0.476 0.067 0.004 -0.272
N 0.85742 1.03397 1.97302 0.109 0.263 0.299 -0.078
C 1.85512 0.13627 2.49752 0.217 -0.211 0.501 -0.246
C 2.81212 -0.31913 1.39142 -0.202 -0.213 0.144 -0.164
C 2.69792 -1.83233 1.14722 0.366 0.098 -0.206 -0.223
N 1.31632 -2.22593 1.21792 -0.240 -0.105 0.089 0.138
C 0.53512 -2.12153 0.23312 0.206 -0.406 0.182 -0.299
C 1.58292 -2.55023 -2.04788 0.401 -0.281 -0.279 -0.064
C 0.94522 -5.02913 -2.63628 -0.227 0.088 -0.251 -0.091
C -0.25028 -5.18783 -0.28488 0.097 -0.257 0.134 -0.035
C -1.03198 -4.68513 0.69982 0.160 -0.442 -0.279 -0.115
C -1.53578 -3.36773 0.86692 -0.181 0.538 0.322 -0.095
C -0.93578 -2.18933 0.47772 -0.869 -0.576 0.532 -0.313
N -1.51468 -0.99203 0.35282 -0.614 -0.749 0.085 -0.145
C -2.95968 -0.97503 0.36172 -0.218 -0.285 -0.109 -0.263
C -3.50048 0.42237 0.05332 0.069 -0.285 0.500 -0.187
H -4.55718 0.99677 1.83822 0.088 -0.051 0.039 0.113
H -2.80038 0.99257 1.99542 -0.138 -0.068 0.096 0.097
H -3.72348 3.25137 2.06552 -0.101 0.086 -0.028 0.098
H -4.42528 3.06417 0.45042 -0.026 0.095 -0.012 0.112
H -2.16818 4.33297 0.63892 -0.029 -0.074 -0.133 0.106
H -2.30618 3.10277 -0.60748 -0.012 0.098 -0.110 0.080
H -1.48648 4.59967 2.51382 -0.018 -0.030 -0.051 0.099
H -1.52018 4.84417 4.80152 -0.036 -0.042 -0.070 0.097
H -1.49588 3.13877 6.42312 -0.017 0.014 0.033 0.081
H -1.05778 0.84787 6.02492 0.083 -0.015 -0.012 0.098
H -0.04998 -0.07183 4.16192 0.078 0.040 0.001 0.102
H 1.38672 -0.76093 2.92682 0.171 0.195 0.093 0.100
H 2.40462 0.65227 3.30072 -0.085 -0.126 -0.031 0.124
H 3.84682 -0.08133 1.64792 0.013 0.051 -0.123 0.104
H 2.55642 0.21977 0.47462 0.205 -0.074 0.014 0.065
H 3.21712 -2.37593 1.94502 0.078 0.040 -0.170 0.115
H 3.17992 -2.05653 0.18862 0.031 -0.012 0.078 0.086
H 2.39382 -2.07443 -2.59388 -0.041 0.054 -0.012 0.149
H 0.61852 -4.67213 -3.61118 -0.094 0.050 0.111 0.145
H 0.06812 -6.22193 -0.25618 -0.108 -0.061 0.114 0.089
H -1.40728 -5.41113 1.41712 0.058 -0.087 0.020 0.092
H -2.50748 -3.30003 1.34132 -0.038 0.065 -0.025 0.081
H -3.35968 -1.29743 1.33992 -0.042 -0.019 -0.161 0.113
H -3.32368 -1.69793 -0.39168 -0.016 -0.008 0.198 0.117
H -4.47658 0.34497 -0.43198 0.084 0.098 -0.125 0.116
H -2.81828 0.90367 -0.64728 -0.136 0.110 -0.282 0.071
C 0.77732 0.89727 -3.20938 0.002 0.118 -0.296 -0.119
N -0.32718 0.16337 -2.59258 -0.477 0.171 -0.189 -0.100
C -0.51168 -1.18513 -3.10188 0.136 -0.164 0.062 -0.098
C 0.13592 -2.20423 -2.18328 -0.156 -0.137 -0.104 -0.361
N 0.89082 -1.71963 -1.06508 0.133 0.675 0.155 0.100
C 1.65812 -4.00843 -1.69808 -0.449 0.437 -0.131 -0.209
C 2.78002 -4.54533 -0.96248 0.095 -0.429 0.409 -0.011
C 3.00602 -5.87093 -0.85778 0.189 0.584 0.222 -0.084
C 2.29292 -6.81393 -1.66108 -0.313 -0.343 -0.487 -0.111
C 1.41872 -6.39703 -2.59628 0.153 -0.208 0.256 -0.064
C 0.19642 -4.42753 -1.45498 0.293 -0.185 -0.126 -0.314
N -0.66088 -3.34853 -1.86728 0.091 0.263 -0.574 0.123
C 1.30572 1.89727 -2.23798 0.354 -0.017 -0.520 -0.355
N 2.36672 1.68007 -1.50558 0.097 -0.622 0.004 0.158
C 2.53542 2.81527 -0.75508 -0.420 0.742 -0.042 -0.246
C 3.52682 3.15297 0.15982 -0.070 0.048 0.010 -0.022
C 3.45602 4.39987 0.74312 0.203 -0.116 0.131 -0.100
C 2.42762 5.29687 0.44142 -0.166 0.120 -0.073 -0.098
C 1.43802 4.98467 -0.46848 -0.130 0.083 0.028 -0.012
C 1.50852 3.73687 -1.06968 0.737 -0.073 0.389 -0.191
N 0.75082 3.12087 -2.02768 -0.176 -0.152 0.073 0.202
H 0.46592 1.40357 -4.13918 0.070 -0.197 0.164 0.134
H 1.59362 0.19897 -3.42698 -0.146 0.202 0.061 0.122
H -1.17958 0.68807 -2.74738 -0.105 0.174 -0.162 0.082
H -0.12268 -1.29683 -4.12728 -0.131 0.022 0.160 0.131
H -1.58138 -1.41563 -3.12038 0.079 0.109 -0.007 0.132
H 3.45612 -3.84613 -0.49638 0.051 -0.006 0.069 0.092
H 3.82532 -6.23163 -0.25218 0.081 0.033 0.043 0.098
H 2.56402 -7.85833 -1.60038 0.045 -0.090 -0.046 0.096
H 1.02902 -7.07233 -3.34648 0.029 -0.110 0.016 0.104
H -1.32448 -3.60793 -2.58598 0.111 0.031 0.013 0.144
H 4.31962 2.45877 0.39092 0.073 -0.083 0.044 0.106
H 4.21222 4.69477 1.45692 0.042 0.013 0.057 0.094
H 2.41332 6.26137 0.92952 -0.029 0.040 0.032 0.096
H 0.63822 5.67107 -0.70118 -0.055 0.104 -0.019 0.113
H -0.06318 3.50707 -2.48788 -0.288 0.106 -0.183 0.129
F -3.64618 3.53127 -3.77138 -0.826 0.245 -0.123 0.161
B -2.33348 3.19267 -3.64698 -0.057 -0.162 -0.191 -1.339
F -1.84138 2.55607 -4.77118 0.296 -0.381 -0.776 0.127
F -1.54768 4.30957 -3.37318 0.661 0.768 0.289 0.111
F -2.16948 2.29887 -2.56718 0.091 -0.643 0.745 0.072



Number 1: HOMO -1.469 eV. Number 2: HOMO -5.389 eV. Number 3: HOMO -3.863 eV.